Entry 1:
Molecular formula: C3H6Br2Si
Method: DFT, wB97M-V/def2-TZVPD

Cartesian coordinates (Å):
C (0.0905, 0.0502, 1.6941)
C (-0.4268, -0.2677, 0.4896)
C (-1.9217, -0.1397, 0.1255)
Si (2.3257, -0.2403, -2.4008)
Br (2.7470, 1.9084, -1.8763)
Br (-1.7531, 0.9337, -1.5401)
H (1.0758, -0.2256, 1.9405)
H (-0.6135, 0.2638, 2.4607)
H (0.2734, -0.7263, -0.3521)
H (-2.4709, 0.2909, 0.9229)
H (-2.3794, -1.1291, -0.1820)
H (3.0530, -0.7183, -1.2820)

Results
- 2S+1: 1
- Total energy: -151168.926 eV
- ΔE to the lowest compared entry with this formula, charge and spin: 365.1 kJ/mol
- E_LUMO: -0.038 Ha
- Frontier orbital gap: 0.2907 Eh

Entry 2:
Molecular formula: CH8N6
Method: DFT, wB97M-V/def2-TZVPD

Cartesian coordinates (Å):
C (-0.2029, 1.2469, -0.4450)
N (-1.4577, 0.9787, -0.2329)
N (0.8626, 0.4242, -0.0625)
N (2.0275, 1.0404, 0.1356)
N (-0.3166, -1.5697, -0.2784)
N (-2.3013, 0.2562, 0.3826)
N (0.7915, -0.9260, 0.0242)
H (0.1952, 2.1106, -0.8519)
H (2.0697, 2.0097, 0.4972)
H (2.7656, 0.4000, 0.5403)
H (-0.4675, -2.3312, 0.3502)
H (-0.2703, -1.8417, -1.2353)
H (-3.3276, 0.3078, 0.2897)
H (-1.9801, -0.5923, 1.0348)
H (1.6120, -1.5136, -0.1486)

Results
- Total charge: +2
- 2S+1: 1
- Total energy: -10082.899 eV
- ΔE to the lowest compared entry with this formula, charge and spin: 147.4 kJ/mol
- E_LUMO (spin up / spin down): -0.432 / -0.431 Ha
- Frontier orbital gap (spin up / spin down): 0.2797 / 0.2802 Eh

Entry 3:
Molecular formula: C3H8O3
Method: DFT, wB97M-V/def2-TZVPD

Cartesian coordinates (Å):
C (0.3137, -1.7034, 0.3191)
O (1.3003, -2.7111, 0.4169)
C (-0.5489, -1.9582, -0.9466)
H (-0.3471, -1.4959, 1.1651)
H (0.8829, -0.7794, 0.1529)
H (0.8524, -3.5620, 0.3704)
H (-0.1932, -1.2869, -1.7245)
H (-0.4222, -2.9815, -1.2914)
H (-1.6214, -1.8139, -0.8032)
O (-0.7650, 2.4580, 1.1490)
C (-0.0040, 2.0811, 0.2924)
O (-0.1925, 2.3727, -0.9960)
H (0.9022, 1.5996, 0.6561)
H (-1.1634, 2.4537, -1.0535)

Results
- 2S+1: 1
- Total energy: -9382.403 eV
- ΔE to the lowest compared entry with this formula, charge and spin: 135.0 kJ/mol
- E_LUMO: 0.026 Ha
- Frontier orbital gap: 0.4108 Eh
- SMILES: O=CO.CCO

Entry 4:
Molecular formula: C37H100N8O16
Method: DFT, wB97M-V/def2-TZVPD

Cartesian coordinates (Å):
C (1.3400, -0.4147, 0.9466)
O (1.9671, -1.4633, 0.7277)
N (1.9478, 0.7516, 1.0877)
N (0.0415, -0.3402, 1.1010)
H (2.8202, 0.9402, 0.6151)
H (1.4115, 1.4740, 1.5466)
H (-0.5343, -1.1668, 1.0280)
H (-0.3101, 0.5419, 1.4450)
C (1.2630, 2.5412, -1.6978)
O (0.6653, 3.7390, -2.0183)
C (1.5061, 4.8821, -2.1585)
C (0.5278, 6.0958, -2.1246)
N (-0.4237, 6.2960, -3.2748)
C (0.1280, 6.7816, -4.4662)
C (-0.9440, 7.1513, -5.4791)
O (-1.9617, 8.0225, -4.8840)
C (-2.9571, 8.3039, -5.8566)
H (1.9941, 2.6061, -0.8919)
H (1.7453, 2.2013, -2.6143)
H (0.4901, 1.8464, -1.3693)
H (1.9867, 4.8447, -3.1361)
H (2.2085, 5.0205, -1.3366)
H (1.1431, 6.9738, -1.9283)
H (-0.1118, 6.0771, -1.2422)
H (-1.1129, 6.9917, -3.0278)
H (0.9676, 6.2266, -4.8848)
H (0.6163, 7.7220, -4.2104)
H (-1.3336, 6.2180, -5.8857)
H (-0.5018, 7.7282, -6.2913)
H (-3.3988, 7.4238, -6.3239)
H (-2.6678, 9.0627, -6.5837)
H (-3.7121, 8.8649, -5.3058)
C (2.1944, -4.3054, 2.7099)
O (1.4445, -5.4867, 2.5659)
C (0.2974, -5.5310, 3.3931)
C (0.6372, -5.5440, 4.9416)
N (0.6840, -6.8980, 5.4925)
C (1.7491, -7.6464, 4.8391)
C (1.9883, -9.0210, 5.5602)
O (2.4891, -8.8329, 6.8901)
C (3.0338, -9.9847, 7.5398)
H (2.8280, -4.2068, 3.5914)
H (1.5850, -3.4114, 2.8421)
H (2.8206, -4.1828, 1.8261)
H (-0.2617, -6.4582, 3.2675)
H (-0.3055, -4.6384, 3.2263)
H (-0.1390, -4.9439, 5.4165)
H (1.5850, -5.0421, 5.1362)
H (0.9985, -6.7593, 6.4423)
H (2.7013, -7.1186, 4.7849)
H (1.4041, -7.7510, 3.8105)
H (2.5864, -9.6481, 4.8991)
H (1.0509, -9.5527, 5.7232)
H (4.0337, -10.2022, 7.1642)
H (2.3416, -10.8087, 7.3668)
H (3.0560, -9.8053, 8.6147)
C (2.5185, 3.5417, 3.3566)
O (1.5953, 2.9998, 2.4581)
C (0.4355, 3.8318, 2.3694)
C (-0.6436, 3.1671, 1.4591)
N (-1.3425, 2.1421, 2.1965)
C (-2.4444, 1.6659, 1.3798)
C (-3.2922, 0.6625, 2.1341)
O (-4.0819, 1.4383, 3.0631)
C (-4.7017, 0.6681, 4.0679)
H (3.2541, 4.1904, 2.8810)
H (3.2197, 2.8199, 3.7755)
H (2.0725, 4.1128, 4.1709)
H (0.9159, 4.6594, 1.8475)
H (-0.0215, 4.0327, 3.3384)
H (-0.1911, 2.6983, 0.5853)
H (-1.3706, 3.9346, 1.1937)
H (-1.7435, 2.5018, 3.0508)
H (-1.9830, 1.2376, 0.4900)
H (-3.1193, 2.4615, 1.0641)
H (-2.7395, -0.1644, 2.5800)
H (-3.8497, 0.0837, 1.3977)
H (-3.9523, 0.2840, 4.7601)
H (-5.2571, -0.1651, 3.6375)
H (-5.4214, 1.2454, 4.6484)
C (6.4644, 3.5164, -7.3332)
O (5.8522, 3.5661, -6.1122)
C (6.5624, 2.9580, -5.0815)
C (5.7498, 2.9338, -3.8477)
N (5.6789, 4.1999, -3.1911)
C (4.7728, 4.2671, -2.0350)
C (5.4538, 3.3135, -1.0259)
O (4.8538, 2.0397, -1.0430)
C (5.5486, 1.0211, -0.2817)
H (5.8472, 4.0109, -8.0833)
H (6.6203, 2.4871, -7.6559)
H (7.4102, 4.0572, -7.3692)
H (7.6024, 3.2069, -4.8703)
H (6.6706, 1.9101, -5.3615)
H (6.1539, 2.2193, -3.1306)
H (4.7487, 2.6124, -4.1351)
H (5.5712, 4.9777, -3.8263)
H (3.7841, 3.8419, -2.2076)
H (4.6977, 5.2630, -1.5985)
H (5.2938, 3.7414, -0.0362)
H (6.5228, 3.3659, -1.2327)
H (5.5213, 1.2532, 0.7830)
H (6.5776, 0.9995, -0.6405)
H (5.1482, 0.0197, -0.4397)
C (-5.7808, 0.9009, -2.7943)
O (-4.6100, 0.0093, -2.8261)
C (-3.6500, 0.3995, -1.8628)
C (-2.2256, 0.1842, -2.4562)
N (-1.5957, -1.1460, -2.1939)
C (-2.4017, -2.2095, -2.7837)
C (-2.4904, -2.1538, -4.3637)
O (-1.1879, -2.2358, -5.0324)
C (-1.2115, -2.7920, -6.3936)
H (-5.5755, 1.9433, -3.0380)
H (-6.2493, 0.9713, -1.8127)
H (-6.4242, 0.5584, -3.6048)
H (-3.7981, -0.0838, -0.8971)
H (-3.6711, 1.4885, -1.8195)
H (-1.5974, 0.9760, -2.0484)
H (-2.2072, 0.4481, -3.5136)
H (-1.5232, -1.3973, -1.2184)
H (-3.3489, -2.2522, -2.2459)
H (-1.9621, -3.1734, -2.5270)
H (-2.9620, -1.2632, -4.7791)
H (-3.1121, -2.9126, -4.8389)
H (-1.6868, -3.7393, -6.1393)
H (-0.1827, -2.9220, -6.7293)
H (-1.8323, -2.2072, -7.0724)
C (-6.4920, -1.5607, -0.3794)
O (-5.8543, -1.9869, 0.8198)
C (-5.7242, -3.4191, 0.9106)
C (-5.0819, -3.7793, 2.2104)
N (-3.8999, -2.9905, 2.5453)
C (-3.1979, -3.5921, 3.7539)
C (-2.3153, -2.5329, 4.3695)
O (-1.0902, -2.4047, 3.6097)
C (-0.2604, -1.2673, 4.0056)
H (-7.5053, -1.9616, -0.4024)
H (-5.9516, -1.6797, -1.3185)
H (-6.6792, -0.4988, -0.2197)
H (-4.9926, -3.7854, 0.1904)
H (-6.6641, -3.9684, 0.8558)
H (-4.7566, -4.8165, 2.1306)
H (-5.7717, -3.7027, 3.0509)
H (-4.1133, -2.0069, 2.6294)
H (-2.6083, -4.4404, 3.4064)
H (-3.8523, -3.9831, 4.5331)
H (-2.0578, -2.8708, 5.3733)
H (-2.7515, -1.5343, 4.3437)
H (-0.1214, -1.2787, 5.0867)
H (-0.6246, -0.3308, 3.5830)
H (0.7625, -1.4390, 3.6704)
O (4.2561, -1.0915, 2.0316)
H (4.8772, -1.8081, 1.9013)
H (3.5125, -1.3135, 1.4713)
O (1.2874, -1.8344, -2.0298)
H (0.4096, -1.4848, -1.8764)
H (1.7431, -1.7126, -1.1969)
O (-1.6569, -2.5397, 0.5709)
H (-1.8846, -2.5748, 1.5000)
H (-2.2192, -3.1970, 0.1610)

Results
- 2S+1: 1
- Total energy: -84661.671 eV
- ΔE to the lowest compared entry with this formula, charge and spin: 378.2 kJ/mol
- E_LUMO: 0.018 Ha
- Frontier orbital gap: 0.3228 Eh
- SMILES: COCCNCCOC.COCCNCCOC.COCCNCCOC.COCCNCCOC.COCCNCCOC.COCCNCCOC.NC(N)=O.O.O.O

Entry 5:
Molecular formula: C3H2F4
Method: DFT, wB97M-V/def2-TZVPD

Cartesian coordinates (Å):
C (0.4376, -1.9921, -0.8204)
C (0.9149, -0.7835, -0.5772)
C (0.1311, 0.6362, 1.4174)
F (0.8968, -2.8183, -1.8384)
F (1.7791, -0.1248, -1.2704)
F (-0.7384, 0.0213, 2.1679)
F (-0.3915, 1.7501, 0.8242)
H (-0.3528, -2.3954, -0.3853)
H (1.1912, 0.6326, 1.6228)

Results
- 2S+1: 1
- Total energy: -14007.902 eV
- ΔE to the lowest compared entry with this formula, charge and spin: 488.6 kJ/mol
- E_LUMO (spin up / spin down): -0.004 / -0.026 Ha
- Frontier orbital gap (spin up / spin down): 0.3525 / 0.3176 Eh